{"formula": "C42H70F16O13S9", "method": "ωB97M-V/def2-TZVPD", "lumo_energy_ev": [1.202, 1.202], "total_energy_ev": -212293.0958, "spin_multiplicity": 2, "charge": -1, "orbital_gap_ev": [3.5, 6.9], "e_homo_ev": [-2.3, -5.7], "s_squared": 0.77, "fmax_ha_per_bohr": 0.125, "symbols": ["C", "C", "C", "F", "F", "F", "F", "O", "C", "C", "F", "F", "F", "F", "H", "H", "H", "H", "C", "C", "C", "F", "F", "F", "F", "O", "C", "C", "F", "F", "F", "F", "H", "H", "H", "H", "C", "S", "O", "C", "H", "H", "H", "H", "H", "H", "C", "S", "O", "C", "H", "H", "H", "H", "H", "H", "C", "S", "O", "C", "H", "H", "H", "H", "H", "H", "C", "S", "O", "C", "H", "H", "H", "H", "H", "H", "C", "S", "O", "C", "H", "H", "H", "H", "H", "H", "C", "S", "O", "C", "H", "H", "H", "H", "H", "H", "C", "S", "O", "C", "H", "H", "H", "H", "H", "H", "C", "S", "O", "C", "H", "H", "H", "H", "H", "H", "C", "S", "O", "C", "H", "H", "H", "H", "H", "H", "C", "C", "C", "C", "C", "C", "C", "O", "C", "C", "C", "C", "C", "C", "C", "O", "H", "H", "H", "H", "H", "H", "H", "H"], "positions_angstrom": [[1.80, 3.11, 5.47], [2.47, 4.22, 6.29], [3.99, 4.19, 6.52], [4.23, 3.04, 7.24], [4.80, 4.06, 5.49], [2.18, 5.26, 5.62], [1.77, 4.54, 7.40], [1.81, 1.82, 6.13], [2.19, 0.72, 5.27], [2.26, -0.71, 5.95], [2.48, -1.74, 5.11], [3.12, -0.66, 7.01], [1.21, 0.77, 4.29], [3.31, 1.06, 4.61], [2.19, 3.14, 4.45], [0.75, 3.36, 5.32], [4.20, 5.00, 7.23], [1.31, -1.00, 6.41], [0.33, 2.79, -6.82], [-0.32, 4.07, -7.17], [-1.93, 4.10, -7.19], [-2.52, 3.33, -8.10], [-2.71, 3.87, -6.16], [0.03, 4.99, -6.23], [0.18, 4.57, -8.34], [-0.07, 2.43, -5.55], [0.68, 1.40, -4.85], [-0.17, 0.97, -3.65], [-0.46, 2.01, -2.86], [-1.41, 0.34, -3.94], [0.72, 0.30, -5.60], [1.92, 1.96, -4.63], [1.40, 2.94, -6.99], [0.08, 2.01, -7.54], [-2.14, 5.12, -7.54], [0.46, 0.31, -3.07], [3.12, -1.58, -3.85], [3.40, -3.22, -3.09], [3.46, -2.88, -1.64], [1.73, -3.96, -3.41], [3.95, -0.94, -3.55], [2.26, -1.16, -3.34], [2.95, -1.62, -4.93], [1.66, -3.92, -4.50], [0.99, -3.19, -3.20], [1.65, -5.00, -3.09], [-3.91, 4.11, -3.17], [-4.17, 4.06, -1.35], [-5.63, 3.85, -1.12], [-3.28, 2.48, -1.10], [-2.87, 4.10, -3.49], [-4.45, 4.93, -3.64], [-4.46, 3.23, -3.51], [-2.49, 2.32, -1.84], [-3.97, 1.66, -1.26], [-2.96, 2.44, -0.06], [-0.13, 0.66, 0.72], [0.44, -1.06, 0.35], [0.42, -1.23, -1.14], [2.26, -0.92, 0.83], [0.49, 1.43, 0.27], [-0.01, 0.71, 1.81], [-1.19, 0.80, 0.54], [2.88, -1.77, 0.53], [2.40, -0.77, 1.90], [2.65, -0.02, 0.36], [7.66, -1.76, -1.92], [7.60, -2.11, -0.13], [7.22, -0.82, 0.53], [6.17, -3.33, 0.00], [7.77, -2.66, -2.51], [8.34, -1.02, -2.34], [6.72, -1.39, -2.35], [5.18, -2.90, -0.14], [6.06, -3.65, 1.03], [6.38, -4.12, -0.72], [-0.47, -4.92, 1.71], [1.18, -4.42, 2.19], [1.51, -5.52, 3.20], [1.98, -4.88, 0.57], [-0.87, -4.16, 1.04], [-1.02, -4.96, 2.65], [-0.44, -5.90, 1.23], [1.79, -5.92, 0.31], [3.03, -4.58, 0.48], [1.45, -4.29, -0.17], [-4.37, -1.01, 4.87], [-4.55, 0.52, 3.69], [-3.15, 1.16, 3.96], [-4.24, -0.38, 2.06], [-3.34, -1.35, 4.75], [-5.03, -1.79, 4.50], [-4.43, -0.92, 5.95], [-3.53, -1.20, 2.21], [-3.65, 0.29, 1.43], [-5.18, -0.55, 1.54], [5.03, 1.11, 0.15], [4.64, 0.73, -1.59], [3.20, 1.11, -1.74], [5.78, 1.95, -2.36], [5.90, 1.75, 0.27], [5.08, 0.30, 0.88], [4.22, 1.74, 0.50], [5.46, 2.98, -2.20], [5.91, 1.68, -3.40], [6.81, 1.85, -2.02], [-3.23, 4.49, 3.68], [-2.20, 4.46, 2.14], [-1.46, 5.85, 2.11], [-0.92, 3.30, 2.72], [-3.81, 3.57, 3.72], [-3.74, 5.44, 3.50], [-2.53, 4.79, 4.46], [-0.59, 3.35, 3.75], [-0.17, 3.31, 1.93], [-1.39, 2.32, 2.83], [3.78, 4.61, -0.01], [2.14, 3.78, 0.31], [2.12, 3.62, 1.76], [1.19, 5.33, -0.02], [3.91, 4.97, -1.03], [4.59, 3.90, 0.15], [3.83, 5.29, 0.84], [1.53, 6.15, 0.62], [0.14, 5.03, 0.00], [1.35, 5.78, -1.00], [-3.20, -1.86, -1.41], [-4.54, -1.51, -1.73], [-5.60, -2.25, -1.51], [-5.45, -3.53, -0.85], [-4.14, -4.01, -0.65], [-2.98, -3.17, -0.98], [-3.98, -5.48, -0.27], [-2.85, -5.99, -0.08], [-5.29, -6.32, 0.03], [-5.20, -7.62, 0.53], [-6.37, -8.34, 0.81], [-7.60, -7.72, 0.63], [-7.77, -6.45, 0.11], [-6.55, -5.71, -0.07], [-6.75, -4.31, -0.54], [-7.83, -3.79, -0.73], [-2.37, -1.20, -1.61], [-4.67, -0.58, -2.27], [-6.54, -1.88, -1.89], [-1.97, -3.55, -0.92], [-4.27, -8.16, 0.57], [-6.39, -9.41, 0.97], [-8.53, -8.24, 0.78], [-8.79, -6.15, -0.09]], "mulliken_spin": [0.0000, 0.0000, 0.0000, 0.0000, 0.0000, 0.0000, 0.0000, 0.0000, 0.0000, 0.0000, 0.0000, 0.0000, -0.0001, 0.0000, 0.0000, 0.0000, 0.0000, 0.0000, 0.0000, 0.0000, 0.0000, 0.0000, 0.0000, 0.0000, 0.0000, 0.0000, 0.0000, -0.0004, 0.0002, -0.0002, 0.0000, 0.0000, 0.0000, 0.0000, 0.0000, 0.0006, 0.0003, -0.0001, -0.0002, 0.0000, 0.0000, -0.0003, 0.0000, 0.0000, 0.0006, 0.0001, 0.0000, 0.0000, 0.0001, -0.0026, 0.0000, 0.0000, 0.0000, 0.0007, 0.0013, -0.0008, 0.0000, -0.0033, -0.0019, 0.0002, 0.0003, -0.0014, 0.0008, -0.0004, -0.0001, 0.0000, 0.0000, 0.0000, 0.0000, 0.0000, 0.0000, 0.0000, 0.0000, 0.0000, 0.0000, 0.0000, -0.0005, 0.0010, 0.0001, 0.0003, 0.0014, 0.0006, -0.0008, -0.0002, 0.0002, -0.0004, -0.0001, 0.0004, 0.0001, 0.0072, 0.0000, 0.0001, 0.0000, -0.0013, -0.0030, 0.0002, 0.0000, -0.0001, 0.0000, 0.0000, 0.0000, -0.0001, 0.0000, 0.0000, 0.0000, 0.0000, 0.0000, -0.0001, 0.0000, 0.0003, 0.0000, 0.0000, 0.0000, 0.0002, -0.0004, 0.0001, 0.0000, -0.0001, -0.0001, 0.0001, 0.0000, 0.0000, 0.0000, 0.0000, 0.0000, 0.0000, 0.0239, 0.0595, -0.0527, 0.1012, 0.0566, 0.0032, 0.1252, 0.1998, 0.0702, -0.0180, 0.0375, 0.0123, 0.0067, 0.0723, 0.0644, 0.1937, 0.0018, 0.0125, 0.0052, 0.0013, 0.0086, 0.0022, 0.0024, 0.0116]}